[1]
Here is a structure of composition C26H41Br3Cl10O10 in a non-equilibrium geometry from the OMol25 dataset. Energies are from the ωB97M-V functional and the def2-TZVPD basis.

**Orbital gap**: 9.90 eV
**HOMO energy**: -0.3621 hartree
**Charge**: 0
**DFT total energy**: -14091.72294 hartree

```
90
Properties=species:S:1:pos:R:3:forces:R:3:lowdin_charge:R:1
O 0.79827 2.77488 0.67071 0.430 -0.030 0.267 0.115
C -0.17190 2.78395 -0.02943 -0.623 0.079 0.300 -0.487
O -0.06751 2.79579 -1.36822 -0.867 -0.096 0.084 -0.031
C -1.36726 3.00685 -1.97369 0.106 1.092 0.131 -0.114
C -2.38312 2.76735 -0.88226 -1.541 -1.769 -0.781 -0.168
C -1.62752 2.89004 0.39840 -0.078 1.127 0.339 -0.071
H -1.50373 2.36232 -2.83473 0.354 0.041 -0.070 0.120
H -1.40131 4.06510 -2.24803 0.156 -0.148 -0.415 0.136
H -2.78769 1.75475 -1.04448 0.430 -0.155 0.429 0.096
H -3.31437 3.32878 -0.98347 0.436 0.656 0.098 0.124
H -1.98469 2.26609 1.21493 0.557 -0.380 -0.072 0.081
H -1.73147 3.91627 0.77653 0.148 -0.003 0.036 0.143
O 3.47949 -0.72356 -0.70788 0.598 -0.081 -0.089 0.102
C 2.43212 -0.47273 -0.18919 -0.083 0.007 -0.250 -0.443
O 2.22958 -0.65191 1.14038 -0.115 -0.362 0.309 0.009
C 0.88804 -0.25071 1.49221 -0.430 0.617 -0.614 -0.149
C 0.16302 -0.31412 0.15800 -1.539 0.593 -0.252 -0.167
C 1.18515 0.04966 -0.88585 1.187 -0.281 0.959 -0.060
H 0.96156 0.74260 1.93827 -0.134 -0.006 -0.284 0.077
H 0.32851 -0.86925 2.19575 0.871 -0.556 0.165 0.098
H -0.73658 0.30820 0.15863 0.191 0.046 0.032 0.082
H -0.24271 -1.31594 0.00378 0.306 -0.098 -0.046 0.079
H 1.35692 1.11989 -1.02174 -0.187 -0.208 -0.029 0.109
H 1.14301 -0.41517 -1.86232 -0.362 -0.136 0.030 0.082
O -2.88309 -5.40693 3.60113 0.098 0.234 -0.163 0.116
C -2.12668 -4.75148 2.94143 0.708 0.079 0.764 -0.481
O -2.35983 -4.42681 1.66490 -0.556 -0.288 -0.901 0.028
C -1.30402 -3.60442 1.14154 0.283 0.400 1.059 -0.155
C -0.09255 -4.01473 1.99690 0.297 0.435 -0.964 -0.161
C -0.73962 -4.18509 3.34003 -0.852 -0.433 0.249 -0.088
H -1.61853 -2.57914 1.36625 0.269 0.089 -0.257 0.095
H -1.16941 -3.71974 0.07022 -0.259 -0.329 -0.006 0.106
H 0.69792 -3.26362 1.96755 0.006 -0.025 0.051 0.079
H 0.31768 -4.93989 1.58715 -0.002 -0.083 0.204 0.126
H -0.86719 -3.20788 3.81485 -0.174 -0.033 0.054 0.111
H -0.28254 -4.85048 4.06732 0.167 -0.015 -0.134 0.123
O 0.97057 1.60691 -3.55419 0.009 -0.131 -0.468 0.087
C 1.32141 0.70705 -4.27741 0.428 0.695 1.255 -0.486
O 0.50624 0.22148 -5.20973 -0.237 -0.241 -0.542 0.022
C 1.11434 -0.86727 -5.93037 0.296 0.229 -0.248 -0.142
C 2.38406 -1.21879 -5.16474 0.750 -0.862 -0.161 -0.146
C 2.62853 -0.04879 -4.20744 -0.005 -0.524 -0.244 -0.059
H 1.38804 -0.53875 -6.93514 -0.386 0.175 0.009 0.126
H 0.36588 -1.65386 -5.99083 0.148 -0.101 0.021 0.113
H 3.23022 -1.36734 -5.83756 -0.110 0.210 -0.138 0.115
H 2.27916 -2.19948 -4.69783 -0.126 0.280 0.488 0.101
H 3.47648 0.58105 -4.48329 -0.243 0.191 -0.340 0.113
H 2.88704 -0.35234 -3.19104 -0.420 0.001 0.091 0.104
O -2.43483 -0.20408 1.77449 0.550 0.095 0.142 0.072
C -3.60189 -0.24425 1.52521 -0.606 -0.398 -0.011 -0.502
O -4.16741 -1.35418 1.00218 0.644 -0.331 -0.269 -0.018
C -5.50550 -1.15450 0.57134 -0.492 0.711 0.070 -0.150
C -5.82944 0.31061 0.90154 -0.351 0.474 -0.154 -0.131
C -4.67556 0.76763 1.80040 -0.524 -0.253 0.108 -0.074
H -6.17873 -1.81814 1.11163 0.245 -0.214 0.001 0.129
H -5.58348 -1.33950 -0.49908 0.149 -0.224 0.048 0.114
H -6.82892 0.37197 1.33141 0.185 0.133 0.318 0.114
H -5.87630 0.94856 0.01696 0.175 -0.210 -0.151 0.110
H -4.90002 0.62452 2.86193 -0.026 0.176 0.013 0.122
H -4.34932 1.79237 1.65429 0.066 -0.011 -0.010 0.111
C -1.65266 0.45940 4.77961 -0.717 0.279 0.256 -0.965
Cl -3.05850 -0.49460 5.34549 0.438 -0.039 -0.229 0.511
Cl -2.25011 2.05454 4.21539 0.449 -0.272 0.051 0.522
H -1.00292 0.61734 5.63060 0.038 0.091 -0.041 0.017
H -1.15272 -0.05493 3.96952 -0.152 0.035 -0.124 -0.005
C 3.69436 -2.03941 3.58857 0.253 0.444 0.285 -1.016
Cl 4.08274 -3.32514 2.46002 -0.086 -0.005 -0.106 0.543
Cl 2.17219 -2.31880 4.46189 0.002 -0.017 -0.004 0.527
H 4.49758 -1.96645 4.31416 -0.096 -0.189 0.095 0.026
H 3.60409 -1.08679 3.07901 -0.103 -0.186 -0.294 0.007
C 2.46677 4.01216 -2.27526 -0.429 -0.263 -0.101 -1.045
Cl 3.97572 3.18052 -2.66286 -0.098 -0.077 -0.144 0.526
Cl 2.73612 5.72975 -2.02972 0.014 0.377 0.222 0.529
H 1.74927 3.91436 -3.08241 0.275 -0.169 -0.147 0.014
H 2.02327 3.55925 -1.39392 0.408 0.212 0.045 -0.002
C 1.52488 3.44982 3.69495 0.440 0.401 0.389 -0.999
Cl 1.41613 4.64444 5.01996 -0.177 -0.117 -0.280 0.492
Cl 1.79817 1.83192 4.37043 -0.169 -0.022 -0.193 0.532
H 0.63483 3.48486 3.08081 -0.114 -0.192 0.178 0.000
H 2.39456 3.72537 3.11114 -0.009 -0.135 -0.068 0.027
C -1.58292 -1.34274 -3.10421 -0.041 0.014 -0.198 -0.957
Cl -2.58737 -1.37671 -1.63349 0.100 0.165 -0.482 0.624
Cl -0.37427 -2.63827 -3.05413 0.090 0.083 -0.025 0.572
H -2.18529 -1.49503 -3.99418 -0.244 -0.176 0.225 0.034
H -1.07504 -0.38999 -3.22854 0.048 0.005 0.433 0.008
C 6.32754 0.22987 -2.21694 0.362 0.441 0.618 -1.588
Br 6.47492 1.60009 -0.79700 0.198 -0.524 -0.696 0.522
Br 7.24082 -1.38220 -1.66256 -0.354 0.219 -0.102 0.565
Br 7.00947 0.80359 -3.94404 -0.282 0.081 0.443 0.545
H 5.25992 0.07399 -2.29062 0.038 -0.313 -0.068 -0.074
```
Forces are in eV/Å.


[2]
Here is a structure of composition C26H41BrMnN6P2 in a non-equilibrium geometry from the OMol25 dataset. Energies are from the ωB97M-V functional and the def2-TZVPD basis.

**Orbital gap (alpha / beta)**: 5.86 / 4.85 eV
**Multiplicity**: 6
**HOMO energy (alpha / beta)**: -0.4598 / -0.4594 hartree
**Charge**: +2
**DFT total energy**: -5750.76623 hartree
**ΔE to the lowest compared entry with this formula, charge and spin**: 86.26 kcal/mol
**⟨S²⟩**: 8.790

```
77
Properties=species:S:1:pos:R:3:forces:R:3:lowdin_charge:R:1
C 2.38039 4.34216 -0.30246 -0.775 -0.024 -0.293 -0.010
C 1.26064 3.82503 -1.00707 1.194 -0.542 -0.565 -0.232
C 1.38400 3.55065 -2.39613 -0.182 0.354 0.820 -0.010
C 2.49432 4.10561 -3.04379 -0.966 -0.624 0.678 -0.126
N 3.42685 4.76455 -2.38326 1.038 0.679 -0.625 0.078
C 3.42704 4.86559 -1.06629 -1.052 -0.678 0.625 -0.116
C 0.11100 3.45745 -0.25226 -1.210 -1.431 2.022 0.086
C -0.69957 3.03589 0.57521 2.257 0.364 -0.817 0.062
C -1.85369 2.64800 1.28783 -0.486 -0.181 0.421 -0.191
C -2.16154 1.54058 2.17159 -0.080 0.673 -0.559 -0.110
C -3.50725 1.00418 2.07209 0.204 1.923 0.559 -0.276
C -4.48375 1.79800 1.49078 -1.101 -0.756 0.142 -0.659
C -4.21615 3.11493 1.14325 0.224 0.256 -0.129 -0.042
C -2.90247 3.51406 1.01364 -0.913 -0.257 -0.209 0.016
Mn -2.31383 -0.58129 1.48405 3.802 -1.089 -1.338 0.865
P 1.89744 -0.43631 0.15888 -0.777 0.274 0.214 0.889
H 0.65908 2.89148 -2.90138 0.249 0.813 0.139 0.117
H 2.39062 4.30080 0.79802 -0.063 0.456 -0.656 0.126
H 2.56329 4.01541 -4.12091 0.330 0.030 0.002 0.116
H 4.22157 5.38618 -0.54548 0.274 -0.056 -0.360 0.117
H -2.62882 4.48658 0.64422 -0.249 0.229 -0.222 0.145
H -1.56802 1.46290 3.09871 0.169 -0.890 -0.997 0.113
H -4.97623 3.83233 0.89937 -0.495 -0.101 -0.075 0.130
H -3.82970 0.00771 2.46898 -0.449 1.013 0.944 0.099
C 2.53489 -2.13860 0.46526 -0.128 0.450 -0.041 -0.446
C 3.74111 -2.60292 -0.32961 0.359 -0.693 0.162 -0.146
H 1.66615 -2.79337 0.28121 0.314 -0.011 0.121 0.044
H 2.73999 -2.16733 1.54568 -0.036 -0.151 -0.152 0.068
H 3.92445 -3.64624 -0.05804 0.152 -0.010 -0.165 0.078
H 3.58222 -2.58464 -1.41397 0.008 0.137 0.231 0.072
H 4.65696 -2.05489 -0.07791 -0.350 -0.048 -0.198 0.064
C 2.21418 -0.12219 -1.62927 -0.292 -0.074 0.305 -0.433
C 3.58856 0.37174 -2.03312 0.255 0.069 -0.717 -0.145
H 1.44048 0.61333 -1.91218 0.281 -0.213 -0.082 0.046
H 1.96464 -1.06273 -2.14155 0.073 0.242 -0.034 0.053
H 3.58503 0.50302 -3.11897 0.163 0.083 0.017 0.080
H 3.83114 1.35056 -1.60293 -0.045 -0.245 0.043 0.067
H 4.38993 -0.34328 -1.80898 -0.276 0.244 0.040 0.064
C 3.04909 0.68568 1.04934 -0.285 -0.227 0.031 -0.428
C 4.52084 0.31989 1.11824 0.543 0.478 0.261 -0.148
H 2.62039 0.73344 2.06548 0.243 0.143 -0.239 0.063
H 2.90672 1.67922 0.59790 0.012 -0.174 0.148 0.052
H 5.01643 1.08659 1.72101 0.142 -0.127 0.009 0.078
H 4.70144 -0.63641 1.61919 -0.093 0.123 -0.148 0.069
H 5.02345 0.32780 0.14422 -0.235 -0.133 0.290 0.060
Br -6.23250 1.06314 1.38716 0.343 0.270 -0.161 0.837
P -1.58474 -1.41840 -0.98381 -0.605 0.855 1.295 0.934
C -0.55274 -2.41454 -2.12129 0.533 -0.199 0.118 -0.388
C -1.13446 -3.71098 -2.67908 -0.162 -0.239 -0.253 -0.123
H 0.36503 -2.63870 -1.55105 -0.285 0.102 -0.227 0.052
H -0.24119 -1.76281 -2.95163 -0.140 0.052 0.355 0.092
H -0.37466 -4.20534 -3.29721 -0.116 0.123 0.171 0.092
H -1.40575 -4.42056 -1.88931 -0.017 0.141 -0.143 0.073
H -2.00079 -3.54277 -3.33145 0.148 -0.002 0.268 0.074
C -2.67448 -2.60876 -0.04704 -0.183 -0.644 -0.939 -0.431
C -3.99133 -3.06472 -0.66102 -0.697 -0.287 0.421 -0.119
H -2.97281 -2.22518 0.96925 -0.121 -0.574 -0.023 0.021
H -2.06042 -3.49501 0.17621 -0.004 0.337 0.168 0.099
H -4.50517 -3.69702 0.07628 0.023 0.034 -0.262 0.091
H -4.67174 -2.22803 -0.85962 0.236 -0.119 -0.170 0.079
H -3.85928 -3.67033 -1.56256 0.107 0.288 0.116 0.082
C -2.67947 -0.30570 -1.94925 0.200 0.018 -0.317 -0.413
C -3.17181 -0.79642 -3.30294 -0.464 0.092 -0.377 -0.133
H -2.06289 0.59884 -2.09162 -0.205 -0.209 0.090 0.077
H -3.52744 0.01062 -1.31923 0.189 -0.131 0.030 0.073
H -3.77171 -0.00706 -3.77258 0.129 -0.157 0.040 0.087
H -2.34740 -1.01223 -3.99156 -0.125 -0.051 0.201 0.078
H -3.82227 -1.67610 -3.22643 0.252 0.130 0.005 0.070
N -1.00861 -0.56326 6.24014 -0.077 0.343 0.292 0.136
N -0.28943 -0.90007 5.10952 -1.630 -2.226 -2.982 -0.203
N 0.18158 -2.17858 4.91301 0.096 2.188 -0.638 0.160
C 0.11757 -2.29381 3.58278 -0.245 -0.031 0.582 -0.168
N -0.52395 -1.25554 2.97514 0.021 1.054 1.836 -0.019
N -0.77367 -0.36885 3.96184 0.811 -1.609 0.713 0.037
H -1.11134 0.44462 6.27506 0.166 -0.069 0.225 0.113
H -0.66697 -0.98071 7.09675 0.510 0.027 -0.186 0.121
H 0.58152 -3.12687 3.05698 -0.437 0.195 0.149 0.122
```
Forces are in eV/Å.